[1]
{
  "formula": "C33H40BF3N11OS3V",
  "method": "ωB97M-V/def2-TZVPD",
  "homo_energy_ev": [-6.14, -6.23],
  "gap_ha": [0.220, 0.232],
  "e_above_lowest_kj_mol": 16.7,
  "spin_multiplicity": 3,
  "charge": 0,
  "s_squared": 2.046,
  "symbols": ["V", "C", "C", "C", "C", "N", "N", "B", "N", "C", "C", "C", "C", "N", "N", "C", "C", "C", "C", "N", "N", "C", "C", "C", "C", "N", "H", "H", "H", "H", "H", "H", "H", "H", "H", "H", "H", "H", "H", "H", "H", "H", "H", "H", "H", "H", "O", "C", "C", "C", "C", "C", "C", "C", "C", "N", "H", "H", "H", "H", "H", "H", "H", "H", "H", "H", "H", "S", "S", "C", "N", "C", "C", "S", "H", "H", "H", "H", "H", "F", "C", "F", "F", "C", "C", "C", "N", "C", "C", "H", "H", "H", "H"],
  "coordinates": [[0.2746, 0.3973, -0.3118], [1.9300, -2.8088, -0.1320], [1.6319, -2.0895, 1.1357], [1.9528, -2.5337, 2.4199], [1.5428, -1.5287, 3.2692], [0.9953, -0.5563, 2.5286], [1.0400, -0.8899, 1.2116], [0.5081, 0.8634, 2.8993], [-0.9623, 1.0325, 2.4513], [-1.9614, 1.3059, 3.3008], [-3.0986, 1.5165, 2.5681], [-2.7100, 1.3540, 1.2382], [-3.6576, 1.5374, 0.1032], [-1.4049, 1.0417, 1.1612], [1.3894, 1.8837, 2.1564], [2.4383, 2.5943, 2.6074], [2.9335, 3.3356, 1.5618], [2.1329, 2.9976, 0.4604], [2.2877, 3.5072, -0.9324], [1.2097, 2.1096, 0.8326], [0.5707, 1.1358, 4.3980], [0.5209, 2.3543, 4.9945], [0.2145, 2.1700, 6.3157], [0.0591, 0.7722, 6.4544], [-0.2870, -0.0087, 7.6789], [0.2568, 0.1661, 5.2973], [2.2612, -3.8207, 0.0955], [1.0515, -2.8588, -0.7715], [2.7252, -2.3028, -0.6819], [2.4313, -3.4610, 2.6824], [1.5808, -1.4360, 4.3381], [-1.8026, 1.3322, 4.3648], [-4.0815, 1.7652, 2.9282], [-4.5967, 1.9225, 0.4976], [-3.2605, 2.2723, -0.5964], [-3.8673, 0.5939, -0.4005], [2.7554, 2.5280, 3.6333], [3.7573, 4.0275, 1.5790], [2.4359, 4.5872, -0.9133], [3.1639, 3.0559, -1.4024], [1.4134, 3.2803, -1.5355], [0.6854, 3.2598, 4.4356], [0.1204, 2.9261, 7.0761], [0.3492, 0.2746, 8.5176], [-1.3224, 0.1668, 7.9748], [-0.1616, -1.0726, 7.4870], [-1.7168, -2.1784, 1.8128], [-1.6079, -3.1983, 0.8278], [-2.6535, -2.9312, -0.2338], [-2.4415, -1.5967, -0.9602], [-1.3941, -1.6160, -2.0493], [-1.7009, -2.2477, -3.2306], [-0.8012, -2.1118, -4.3461], [0.3834, -1.5126, -4.1854], [0.8578, -1.1408, -2.8082], [-0.2316, -0.9731, -1.8113], [-1.0110, -2.2879, 2.4597], [-1.7722, -4.1860, 1.2730], [-0.6126, -3.1906, 0.3754], [-3.6333, -2.9195, 0.2519], [-2.6500, -3.7529, -0.9535], [-2.1886, -0.8410, -0.2155], [-3.3957, -1.3087, -1.4134], [-2.6409, -2.7765, -3.3257], [-1.1035, -2.4598, -5.3275], [1.0678, -1.3903, -5.0157], [1.5395, -1.9350, -2.4605], [-0.9215, 2.2189, -1.9104], [-0.9110, 1.6353, -3.8624], [-2.4037, 0.9093, -4.1375], [-3.3210, 0.7204, -3.2190], [-4.6006, 0.2018, -3.6737], [-4.2847, -0.5393, -4.9671], [-2.8929, 0.3744, -5.7137], [-3.1382, 1.0696, -2.2847], [-5.2978, 1.0269, -3.8431], [-5.0201, -0.4694, -2.9242], [-5.1229, -0.5546, -5.6581], [-3.9415, -1.5527, -4.7659], [5.2825, -0.2073, -5.0063], [5.4729, 0.0075, -3.6935], [6.1776, 1.1559, -3.5821], [6.2823, -0.9770, -3.2466], [4.1998, 0.0717, -2.9102], [4.3036, 0.2293, -1.4702], [3.1619, 0.3775, -0.7716], [1.9106, 0.4018, -1.3140], [1.7357, 0.1309, -2.7387], [3.0149, 0.0228, -3.5170], [5.2625, 0.2199, -0.9755], [3.1968, 0.4917, 0.3064], [1.1709, 0.9603, -3.1699], [2.9450, -0.0704, -4.5918]],
  "mulliken_spin": [2.097, 0.035, 0.042, -0.002, 0.011, 0.000, -0.095, -0.008, -0.001, 0.001, 0.003, 0.015, 0.003, 0.019, 0.013, 0.008, -0.001, -0.004, 0.007, 0.006, -0.001, 0.000, 0.000, 0.000, 0.000, 0.000, 0.001, -0.003, 0.000, 0.000, 0.001, 0.000, 0.000, 0.000, -0.001, 0.002, 0.000, 0.000, 0.001, -0.001, -0.004, 0.000, 0.000, 0.000, 0.000, 0.000, 0.002, 0.013, -0.001, -0.020, -0.020, 0.052, -0.019, 0.019, 0.007, -0.050, 0.000, 0.000, -0.003, -0.001, 0.000, 0.019, 0.004, 0.002, 0.000, 0.001, -0.006, -0.029, 0.004, 0.000, -0.001, -0.001, 0.001, 0.000, -0.003, 0.000, 0.001, 0.000, -0.001, 0.000, 0.000, 0.000, 0.000, 0.007, -0.055, 0.082, -0.173, 0.078, -0.020, -0.002, -0.001, -0.030, -0.001]
}

---

[2]
{
  "formula": "C73H162N16O24",
  "method": "ωB97M-V/def2-TZVPD",
  "homo_energy_ev": -5.42,
  "gap_ha": 0.179,
  "charge": 0,
  "symbols": ["C", "C", "C", "N", "C", "C", "C", "C", "C", "H", "H", "H", "H", "H", "H", "H", "H", "H", "H", "H", "H", "H", "H", "H", "H", "H", "H", "C", "C", "C", "N", "C", "C", "C", "C", "C", "H", "H", "H", "H", "H", "H", "H", "H", "H", "H", "H", "H", "H", "H", "H", "H", "H", "H", "C", "C", "C", "N", "C", "C", "C", "C", "C", "H", "H", "H", "H", "H", "H", "H", "H", "H", "H", "H", "H", "H", "H", "H", "H", "H", "H", "C", "C", "C", "N", "C", "C", "C", "C", "C", "H", "H", "H", "H", "H", "H", "H", "H", "H", "H", "H", "H", "H", "H", "H", "H", "H", "H", "C", "C", "C", "N", "C", "C", "C", "C", "C", "H", "H", "H", "H", "H", "H", "H", "H", "H", "H", "H", "H", "H", "H", "H", "H", "H", "H", "C", "C", "C", "C", "N", "C", "C", "C", "C", "C", "C", "C", "H", "H", "H", "H", "H", "H", "H", "H", "H", "H", "H", "H", "H", "H", "H", "H", "H", "H", "H", "H", "H", "H", "H", "H", "C", "C", "C", "C", "N", "C", "C", "C", "C", "C", "C", "C", "H", "H", "H", "H", "H", "H", "H", "H", "H", "H", "H", "H", "H", "H", "H", "H", "H", "H", "H", "H", "H", "H", "H", "H", "C", "C", "C", "C", "N", "C", "C", "C", "C", "C", "C", "C", "H", "H", "H", "H", "H", "H", "H", "H", "H", "H", "H", "H", "H", "H", "H", "H", "H", "H", "H", "H", "H", "H", "H", "H", "N", "O", "O", "O", "N", "O", "O", "O", "N", "O", "O", "O", "N", "O", "O", "O", "N", "O", "O", "O", "N", "O", "O", "O", "N", "O", "O", "O", "N", "O", "O", "O"],
  "coordinates": [[-0.6405, -0.1450, 2.7157], [0.0625, -0.0087, 1.4147], [-0.8044, 0.6984, 0.3224], [-0.3376, 0.6016, -1.1639], [0.9969, 1.4447, -1.2715], [-1.3840, 1.2258, -2.0800], [-1.1593, 0.5456, -3.4579], [-0.5123, -0.7872, -3.1534], [-0.1488, -0.8174, -1.6799], [-0.0305, -0.5855, 3.5044], [-1.5271, -0.7717, 2.6192], [-0.8956, 0.8241, 3.1444], [0.2598, -1.0230, 1.0679], [1.0244, 0.5039, 1.4035], [-0.8361, 1.7581, 0.5756], [-1.8254, 0.3169, 0.3351], [1.4140, 1.6161, -2.2638], [1.6857, 0.8362, -0.6855], [0.8937, 2.4254, -0.8069], [-1.2915, 2.3039, -1.9491], [-2.3569, 0.8566, -1.7554], [-0.4054, 1.1420, -3.9718], [-2.0809, 0.4182, -4.0257], [0.3410, -0.9224, -3.8180], [-1.2408, -1.5876, -3.2826], [0.8551, -1.1581, -1.4262], [-0.9051, -1.3580, -1.1109], [4.1969, 0.6233, 2.0057], [3.6078, 1.9191, 2.6042], [2.6819, 1.6158, 3.7835], [1.9639, 2.8132, 4.4285], [2.9411, 3.9406, 4.8108], [1.1859, 2.3350, 5.6370], [-0.0098, 3.2163, 5.7845], [-0.2158, 3.9161, 4.4704], [0.8231, 3.2954, 3.5191], [4.5392, -0.0527, 2.7893], [4.9771, 0.8634, 1.2834], [3.4167, 0.1806, 1.3865], [3.1130, 2.5251, 1.8452], [4.4130, 2.5803, 2.9245], [3.2564, 1.2947, 4.6524], [1.8977, 0.8862, 3.5816], [2.3372, 4.6190, 5.4134], [3.1861, 4.4651, 3.8873], [3.7285, 3.4094, 5.3455], [1.8396, 2.1536, 6.4902], [0.9571, 1.2835, 5.4633], [0.0957, 3.9331, 6.5989], [-0.9143, 2.6477, 6.0004], [-0.1768, 5.0015, 4.5625], [-1.1850, 3.6637, 4.0402], [1.2270, 4.0053, 2.7973], [0.5999, 2.3828, 2.9665], [4.0390, -6.6073, 0.0760], [3.2231, -6.6244, 1.3719], [2.6432, -5.2500, 1.5586], [1.8555, -5.1156, 2.8856], [2.7299, -5.4821, 4.1295], [0.6727, -6.0798, 2.9451], [-0.4279, -5.5246, 1.9582], [-0.2407, -3.9895, 2.0134], [1.1037, -3.8105, 2.8410], [4.5144, -7.5332, -0.2477], [4.8712, -5.9274, 0.2581], [3.3928, -6.2966, -0.7449], [3.8779, -6.9818, 2.1666], [2.4453, -7.3606, 1.1687], [1.9682, -5.0258, 0.7327], [3.3985, -4.4677, 1.4839], [2.0711, -5.4394, 4.9968], [3.5261, -4.7497, 4.2627], [3.0154, -6.5335, 4.0973], [0.2953, -6.1360, 3.9661], [0.9232, -7.1112, 2.6971], [-1.4202, -5.8831, 2.2321], [-0.1532, -5.8455, 0.9534], [-1.0456, -3.4603, 2.5234], [-0.1375, -3.6580, 0.9801], [0.8938, -3.6311, 3.8954], [1.8237, -3.0432, 2.5566], [-8.5754, -2.3018, -4.3980], [-7.3506, -1.3306, -4.2188], [-7.1076, -0.5078, -5.5677], [-5.6855, 0.0794, -5.6786], [-4.5853, -1.0176, -5.8458], [-5.2751, 0.9506, -4.4304], [-6.0621, 2.2281, -4.6167], [-6.2336, 2.3947, -6.1408], [-5.5905, 1.1569, -6.7483], [-9.4496, -1.6613, -4.2811], [-8.5835, -3.0156, -3.5744], [-8.5558, -2.7566, -5.3884], [-6.5013, -1.8887, -3.8246], [-7.7381, -0.5873, -3.5219], [-7.8629, 0.2770, -5.6088], [-7.2673, -1.1448, -6.4376], [-3.5995, -0.5525, -5.8568], [-4.7708, -1.4991, -6.8059], [-4.6896, -1.7865, -5.0804], [-4.2015, 1.1389, -4.4232], [-5.4929, 0.4583, -3.4826], [-5.4316, 3.0400, -4.2541], [-7.0077, 2.1432, -4.0813], [-5.7254, 3.3238, -6.3987], [-7.3069, 2.4613, -6.3187], [-4.5152, 1.3327, -6.7806], [-5.7715, 0.7733, -7.7524], [5.7071, 2.7759, -7.4783], [6.1243, 2.4378, -6.0328], [5.8126, 3.5026, -4.9775], [5.9898, 2.9235, -3.5349], [7.4773, 2.6772, -3.2579], [5.1295, 1.6408, -3.1555], [4.7848, 1.7509, -1.6560], [5.0906, 3.1992, -1.2521], [5.5323, 4.0141, -2.5053], [6.2878, 3.6430, -7.7929], [4.6515, 3.0470, -7.4959], [6.0104, 1.9278, -8.0921], [7.2068, 2.3211, -5.9802], [5.6786, 1.4784, -5.7701], [4.7732, 3.8307, -4.9680], [6.3646, 4.4316, -4.8349], [7.5273, 2.4078, -2.2029], [7.9446, 3.6530, -3.3899], [7.9877, 1.8530, -3.7562], [5.5485, 0.6874, -3.4774], [4.1971, 1.8014, -3.6969], [5.4659, 1.1698, -1.0343], [3.7493, 1.4354, -1.5283], [5.9768, 3.2491, -0.6194], [4.3099, 3.6102, -0.6121], [6.3604, 4.6938, -2.3043], [4.6835, 4.5834, -2.8839], [2.0522, 0.7510, 9.3176], [1.5507, -0.6765, 9.7103], [0.4046, -0.9629, 8.7096], [0.0660, -2.4661, 8.7717], [-1.1702, -2.8971, 7.9519], [-1.1413, -2.4902, 6.4698], [-1.6782, -1.0850, 6.4356], [-2.6755, -0.9849, 7.6093], [-2.4228, -2.1914, 8.5291], [-1.2381, -4.4839, 7.9163], [-0.3041, -5.3158, 6.9022], [-0.4919, -6.8488, 6.9113], [2.6877, 1.1506, 10.1079], [1.1979, 1.4196, 9.2112], [2.5906, 0.7621, 8.3699], [1.3360, -0.5828, 10.7748], [2.3751, -1.3737, 9.5608], [0.7734, -0.5516, 7.7699], [-0.4844, -0.4453, 9.0698], [-0.0724, -2.9222, 9.7520], [0.7595, -3.0182, 8.1375], [-1.8233, -3.1811, 5.9742], [-0.1666, -2.4663, 5.9825], [-2.2296, -1.1333, 5.4966], [-0.8693, -0.3652, 6.3108], [-3.7164, -0.9867, 7.2858], [-2.5056, 0.0134, 8.0126], [-3.1998, -2.9498, 8.4329], [-2.2576, -1.8894, 9.5633], [-2.3056, -4.6001, 7.7291], [-1.1040, -4.6915, 8.9779], [0.7262, -5.1077, 7.1911], [-0.4715, -4.8456, 5.9332], [-1.4587, -7.1159, 6.4846], [-0.3693, -7.2309, 7.9248], [0.1831, -7.4608, 6.3131], [0.2123, -4.1716, -2.6116], [0.8332, -4.1333, -3.9796], [2.2936, -3.6171, -3.9575], [2.7897, -3.6388, -5.4233], [4.0459, -2.6802, -5.5390], [3.6119, -1.1594, -5.3197], [3.0663, -0.5839, -6.5946], [3.5860, -1.6585, -7.6671], [4.4700, -2.6363, -7.0382], [5.1491, -3.1316, -4.5963], [5.5640, -4.5741, -4.7391], [6.9139, -4.7070, -4.0623], [0.4276, -4.9668, -1.8979], [-0.8746, -4.1736, -2.5297], [0.5292, -3.3930, -1.9177], [0.2552, -3.4980, -4.6507], [0.7608, -5.1283, -4.4187], [2.9706, -4.2935, -3.4356], [2.1516, -2.6065, -3.5745], [2.0417, -3.1708, -6.0632], [2.9773, -4.6492, -5.7867], [4.5561, -0.6450, -5.1413], [3.0956, -0.9110, -4.3924], [3.3497, 0.4469, -6.8074], [2.0012, -0.3647, -6.5202], [4.2215, -1.1915, -8.4196], [2.7437, -2.1365, -8.1673], [5.4762, -2.2668, -7.2356], [4.3412, -3.6287, -7.4702], [4.8236, -2.8436, -3.5967], [5.9720, -2.4676, -4.8610], [5.7924, -4.7929, -5.7822], [4.8251, -5.2874, -4.3739], [7.1301, -5.7684, -3.9407], [6.7444, -4.3560, -3.0444], [7.6694, -4.1523, -4.6187], [-7.8011, 1.7305, 1.3326], [-6.6526, 2.5015, 2.0882], [-6.0391, 3.7035, 1.2690], [-4.8608, 4.3870, 2.0047], [-4.1492, 5.5582, 1.2821], [-3.1267, 6.1366, 2.3460], [-3.9662, 7.0424, 3.2969], [-5.3377, 7.3175, 2.5995], [-5.0532, 6.8249, 1.1394], [-3.4282, 5.0378, 0.0063], [-4.2413, 5.1069, -1.3101], [-3.4258, 4.4323, -2.3991], [-8.5269, 2.2516, 0.7082], [-8.3425, 1.0432, 1.9826], [-7.3336, 1.0408, 0.6298], [-5.7805, 1.9251, 2.3970], [-6.9156, 2.7726, 3.1106], [-6.8099, 4.4127, 0.9671], [-5.6190, 3.2087, 0.3934], [-4.1230, 3.5852, 1.9746], [-5.1320, 4.5878, 3.0412], [-2.3554, 6.6675, 1.7880], [-2.5351, 5.3544, 2.8215], [-3.4535, 7.9767, 3.5257], [-3.9698, 6.5429, 4.2658], [-5.6631, 8.3578, 2.6009], [-6.1503, 6.7306, 3.0277], [-4.4834, 7.5645, 0.5769], [-5.9579, 6.6181, 0.5676], [-2.9119, 4.1044, 0.2306], [-2.6494, 5.7771, -0.1806], [-4.2555, 6.1876, -1.4520], [-5.2774, 4.7685, -1.3107], [-3.4345, 3.3423, -2.4046], [-2.3604, 4.6198, -2.2654], [-3.7996, 4.6353, -3.4027], [1.8967, 3.1968, -5.0574], [1.4915, 2.0672, -5.3605], [2.2872, 3.4535, -3.8706], [1.9090, 4.0276, -5.9392], [3.3861, -2.1824, -0.9928], [3.9150, -3.2672, -1.2477], [2.5072, -2.2141, -0.1428], [3.6692, -1.1208, -1.5922], [2.7594, -1.9802, 5.4335], [3.7998, -1.8055, 4.8518], [1.8828, -1.1572, 5.3159], [2.5134, -2.9754, 6.0991], [0.4805, 5.2683, 0.7410], [0.3984, 6.3463, 1.3679], [1.3301, 4.9590, -0.0719], [-0.4263, 4.4683, 0.9110], [-3.7285, 2.4638, 4.5828], [-3.7146, 3.6516, 4.9221], [-3.1933, 2.0213, 3.5984], [-4.2770, 1.6802, 5.3455], [-2.4567, 3.1416, -6.3203], [-3.4765, 3.8343, -6.0649], [-1.5434, 3.1016, -5.5558], [-2.3018, 2.5283, -7.3631], [-4.1855, -2.8130, -2.0139], [-4.3676, -1.5999, -1.9100], [-3.0348, -3.2133, -2.1454], [-5.0915, -3.6209, -1.9757], [-1.1265, -1.6747, -7.1538], [-1.0655, -0.5848, -6.5392], [-0.2429, -2.0455, -7.8803], [-2.0642, -2.4046, -6.8699]],
  "mulliken_charge": [-1.035, 3.198, -1.890, 1.164, 0.113, -0.890, 0.896, 0.199, 0.546, -0.301, 0.932, -0.305, -1.053, -0.313, -0.206, 0.710, 0.383, -0.321, 0.022, 0.505, 0.635, -0.452, -0.739, -0.626, 0.316, -0.980, 0.330, -0.945, -0.858, 0.343, 0.822, -1.119, 0.152, -0.778, 0.751, -0.257, 0.468, 0.255, 0.023, 0.155, 0.702, 0.553, -0.700, 0.441, 0.305, 0.315, 0.348, -0.504, 0.373, 0.270, 0.540, -1.017, 0.286, -0.260, -1.417, -0.258, -0.377, 0.952, -0.776, -0.551, -0.979, 0.437, 0.118, 0.450, 0.363, 0.229, 0.257, 0.228, -0.054, 0.512, 0.007, 0.341, 0.418, 0.061, 0.640, 0.487, 0.162, 0.718, -0.671, -0.911, 0.541, -1.351, 0.252, -0.867, 0.385, -0.753, 0.561, 0.139, -1.253, -0.268, 0.340, 0.352, 0.330, -0.129, 0.271, 0.383, 0.532, 0.120, 0.355, 0.268, -0.804, 0.383, -0.285, 0.387, 0.649, 0.328, 0.058, 0.466, -1.581, 0.438, -0.685, 0.398, -1.088, -0.249, 0.670, -0.646, -0.935, 0.487, 0.362, 0.371, 0.313, -0.265, 0.237, 0.528, 0.494, 0.361, 0.270, 0.464, -0.183, 0.459, -0.961, 0.499, 0.433, 0.393, 0.412, -1.151, -0.658, 0.516, -1.213, 0.330, 0.077, 0.323, -0.964, -0.657, -1.050, 0.706, -1.631, 0.486, 0.295, 0.168, 0.395, 0.411, -0.332, 0.353, 0.382, 0.494, 0.768, -0.221, 0.606, -1.173, 0.444, 0.406, 0.455, 0.323, 0.456, 0.447, 0.340, -0.207, 0.383, 0.396, 0.367, -0.859, -0.963, 1.755, -1.582, 0.851, 0.531, -0.129, -0.896, -0.682, -1.069, -0.322, -1.495, 0.538, 0.459, -0.276, 0.304, 0.627, 0.080, -1.004, 0.556, 0.460, -0.680, 0.133, 0.248, -0.047, 0.416, 0.346, 0.437, 0.415, 0.542, 0.536, 0.238, 0.309, 0.403, 0.329, 0.385, -1.294, -0.511, -0.402, -0.822, 1.040, 0.025, -0.729, -0.806, -0.831, -1.096, -0.205, -1.389, 0.331, 0.365, 0.258, 0.227, 0.532, 0.277, 0.094, -0.357, 0.986, 0.602, -0.363, 0.412, 0.367, 0.474, 0.228, 0.549, 0.475, 0.189, 0.547, 0.392, 0.424, 0.051, 0.496, 0.480, 0.688, -0.356, -0.515, -0.733, 0.613, -0.598, -0.190, -0.609, 0.768, -0.724, -0.385, -0.627, 0.913, -0.752, -0.718, -0.218, 0.911, -0.622, -0.417, -0.790, 1.035, -0.668, -0.572, -0.707, 0.706, -0.446, -0.549, -0.730, 0.990, -0.514, -0.738, -0.705]
}

---

Across the entries above, E takes the values -4422.26591; -5559.12295 a.u., respectively.